(1)
Below is a cluster of 2 separate species, C4H12O2 in total, with properties calculated with the ωB97M-V functional and the def2-TZVPD basis.

The gap between HOMO and LUMO is 10.358 eV. The SMILES is CCOCC.O. Its HOMO energy is -9.60 eV.

Last column: natural (NBO) charge in e.
Atoms and positions in Å:
O 0.424 -5.040 1.215  -0.94
O 0.449 0.477 0.216  -0.54
C -1.932 0.447 0.602  -0.65
C 1.686 2.378 -0.590  -0.63
C -0.736 -0.362 0.110  -0.07
C 0.560 1.369 -0.806  -0.06
H -0.430 -1.239 0.713  0.19
H 0.412 -4.344 0.520  0.47
H 1.123 -5.669 0.925  0.47
H -2.805 -0.168 0.881  0.22
H 0.520 0.790 -1.749  0.15
H -0.300 2.066 -0.803  0.14
H -0.985 -0.723 -0.907  0.17
H -2.193 1.042 -0.290  0.21
H 2.550 1.796 -0.227  0.21
H 2.007 2.982 -1.455  0.22
H -1.707 1.136 1.432  0.22
H 1.359 3.060 0.213  0.21

***

(2)
Below is a cluster of 3 separate species, C4H12O2 in total, with properties calculated with the ωB97M-V functional and the def2-TZVPD basis.

The gap between HOMO and LUMO is 8.824 eV. The SMILES is C=C(C)C.O.O. Its HOMO energy is -8.16 eV.

Last column: natural (NBO) charge in e.
Atoms and positions in Å:
O -4.902 0.896 -0.350  -0.93
O 3.919 -1.390 1.909  -0.93
C -0.009 0.275 -0.576  0.08
C -0.715 -0.795 0.313  -0.67
C 1.497 0.659 -0.149  -0.65
C -0.599 0.645 -1.706  -0.48
H -1.558 -1.347 -0.183  0.22
H -1.005 0.002 -2.498  0.21
H 1.708 1.604 -0.705  0.22
H -4.105 0.395 -0.537  0.47
H -4.661 1.307 0.522  0.47
H -0.076 -1.616 0.758  0.21
H -0.743 1.686 -1.904  0.20
H 1.380 0.888 0.908  0.21
H -1.156 -0.335 1.201  0.22
H 2.258 -0.118 -0.180  0.24
H 4.700 -0.831 2.006  0.47
H 4.067 -1.924 1.172  0.47

***

Stability ranking, top entry: (1); the second entry is 169.4 kJ/mol less favorable.

***

(1)
Below is a cluster of 2 separate species, C3H8S in total, with properties calculated with the ωB97M-V functional and the def2-TZVPD basis.

The gap between HOMO and LUMO is 10.094 eV. The SMILES is C=C.CS. Its HOMO energy is -9.07 eV.

Last column: natural (NBO) charge in e.
Atoms and positions in Å:
S 2.342 2.745 -1.580  -0.04
C -3.422 -3.437 0.645  -0.38
C -3.823 -2.949 1.815  -0.38
C 3.884 3.396 -0.850  -0.73
H -4.827 -3.168 2.154  0.19
H 3.679 3.870 0.099  0.23
H 2.878 2.561 -2.808  0.12
H -2.410 -3.407 0.274  0.19
H 4.337 4.038 -1.597  0.22
H -3.213 -2.331 2.457  0.19
H 4.700 2.684 -0.655  0.21
H -4.126 -4.002 0.047  0.19

***

(2)
Below is the molecule C3H8S, with properties calculated with the ωB97M-V functional and the def2-TZVPD basis.

The gap between HOMO and LUMO is 10.014 eV. The SMILES is CCCS. Its HOMO energy is -9.00 eV.

Last column: natural (NBO) charge in e.
Atoms and positions in Å:
S 1.034 -1.249 0.791  -0.06
C -0.980 0.435 -0.409  -0.39
C 0.505 0.227 -0.105  -0.53
C -1.371 1.799 -0.980  -0.61
H -2.452 1.846 -1.065  0.22
H 0.970 1.128 0.307  0.22
H 0.860 0.149 -1.141  0.21
H -0.919 2.668 -0.501  0.21
H -1.578 0.247 0.494  0.19
H -0.068 -1.925 1.229  0.13
H -1.341 -0.344 -1.087  0.20
H -0.933 1.833 -1.992  0.20

***

(3)
Below is the molecule C3H8S, with properties calculated with the ωB97M-V functional and the def2-TZVPD basis.

The gap between HOMO and LUMO is 10.043 eV. The SMILES is CCCS. Its HOMO energy is -8.96 eV.

Last column: natural (NBO) charge in e.
Atoms and positions in Å:
S 0.320 -1.472 2.056  -0.04
C -0.481 -0.045 -0.089  -0.40
C 0.763 -0.636 0.561  -0.55
C -0.072 0.931 -1.146  -0.61
H -1.133 -0.844 -0.507  0.21
H -0.912 1.238 -1.775  0.21
H 0.989 -1.436 -0.137  0.22
H -0.948 -0.793 2.292  0.13
H 0.665 0.507 -1.876  0.20
H 1.558 0.103 0.720  0.22
H -1.014 0.558 0.661  0.20
H 0.265 1.889 -0.762  0.21

***

Stability ranking, top entry: (2); the second entry is 5.7 kJ/mol less favorable.

***

(1)
Below is the molecule C10H12O2, with properties calculated with the ωB97M-V functional and the def2-TZVPD basis.

The gap between HOMO and LUMO is 9.411 eV. The SMILES is C#C[C@H]1CC[C@@H](/C(C=O)=C/O)C1. Its HOMO energy is -9.19 eV.

Last column: natural (NBO) charge in e.
Atoms and positions in Å:
O -3.371 -0.395 -0.268  -0.66
O -1.250 3.314 -0.764  -0.53
C -1.285 0.923 -0.220  -0.25
C 1.604 -0.853 0.749  -0.30
C -2.118 -0.082 0.166  0.24
C 0.852 0.255 -1.205  -0.40
C 0.204 0.982 0.045  -0.25
C 0.575 -3.295 0.756  -0.24
C -1.801 2.262 -0.558  0.41
C 0.925 -2.159 0.828  -0.02
C 2.077 -0.399 -0.638  -0.38
C 0.720 0.264 1.282  -0.40
H -1.776 -1.023 0.618  0.20
H 0.113 -4.242 0.838  0.23
H 2.614 -1.122 -1.193  0.23
H -0.143 -0.038 1.939  0.23
H 0.193 -0.461 -1.628  0.21
H 2.893 0.330 -0.361  0.20
H 2.566 -0.839 1.349  0.23
H 1.515 0.946 1.726  0.22
H 1.092 1.071 -1.896  0.23
H -3.787 0.323 -0.850  0.49
H 0.418 2.049 0.156  0.24
H -2.829 2.190 -0.872  0.07

***

(2)
Below is the molecule C10H12O2, with properties calculated with the ωB97M-V functional and the def2-TZVPD basis.

The gap between HOMO and LUMO is 9.461 eV. Its HOMO energy is -8.66 eV.

Last column: natural (NBO) charge in e.
Atoms and positions in Å:
O 1.997 -1.517 3.354  -0.67
O 1.023 -2.096 1.560  -0.54
C 0.077 -0.777 -0.168  -0.01
C -1.273 1.210 -0.332  -0.23
C -0.065 1.489 -1.114  -0.22
C -2.005 0.073 -1.091  -0.38
C 0.825 -1.691 2.773  0.45
C 0.323 -1.890 0.439  0.09
C 0.060 0.444 -2.219  -0.40
C 0.095 0.694 0.207  -0.08
C 0.772 1.273 1.434  -0.60
C -0.697 -0.601 -1.546  -0.25
H -0.298 0.760 -3.203  0.22
H 1.210 0.239 -2.349  0.21
H 1.819 0.734 1.357  0.20
H -1.889 1.950 0.130  0.23
H 2.689 -1.490 2.591  0.46
H -2.595 0.418 -2.007  0.21
H 0.302 2.521 -1.097  0.23
H -0.077 -2.776 -0.059  0.19
H 0.170 0.820 2.333  0.23
H -2.559 -0.565 -0.485  0.21
H -0.772 -1.509 -2.082  0.22
H 0.870 2.287 1.576  0.22

***

Stability ranking, top entry: (1); the second entry is 62.8 kJ/mol less favorable.